DFT (the ωB97M-V functional and the def2-TZVPD basis) results for C30H23FeN10S2Se as an isolated structure.

Values from the calculation:
2S+1 = 6
Gap between HOMO and LUMO (spin up / spin down) = 6.89 / 5.51 eV
Energy above the lowest of the compared OMol25 structures with the same formula, charge and spin = 35.1 kcal per mole
Total charge = +2
HOMO (spin up / spin down) = -13.07 / -13.17 eV

The geometry in XYZ format:
```
67
Properties=species:S:1:pos:R:3:lowdin_charge:R:1
Fe 16.0513 12.3998 6.8013 0.63
N 13.3489 9.1490 7.8464 0.09
C 13.9117 10.3540 7.6366 -0.87
S 15.6122 10.4774 8.0848 0.63
N 13.1632 11.2964 7.2018 0.00
N 13.9101 12.4065 6.9290 -0.06
C 13.2752 13.5130 6.6870 -0.14
C 11.7895 13.7665 6.7851 -0.22
C 11.0965 14.5316 5.9024 -0.10
C 9.7939 14.9013 6.1323 -0.07
C 9.1697 14.4365 7.2870 -0.06
C 9.8318 13.4835 8.0853 -0.04
C 11.1739 13.1495 7.8392 -0.03
C 14.1785 14.6694 6.3906 -0.15
C 13.7141 16.0233 6.2900 0.00
C 14.5910 16.9486 5.8244 -0.02
C 15.9472 16.6424 5.5531 -0.02
C 16.3187 15.3737 5.8061 -0.14
N 15.4938 14.3874 6.2133 0.02
H 13.9341 8.6889 8.5081 0.07
H 12.3344 9.0982 7.8466 0.11
H 11.6829 14.8092 4.9718 0.14
H 9.1779 15.4801 5.3999 0.13
H 8.1318 14.6692 7.4755 0.11
H 9.3446 12.9214 8.8925 0.11
H 11.7638 12.5292 8.5682 0.13
H 12.7535 16.4283 6.5102 0.11
H 14.0688 17.8797 5.6042 0.13
H 16.7146 17.3650 5.2214 0.13
H 17.4132 15.0458 5.7607 0.13
N 12.1513 8.8159 5.1730 0.16
C 10.9290 9.5260 5.0798 -0.19
C 9.7609 9.0568 5.6547 0.00
C 8.6310 9.8227 5.5979 -0.02
C 8.6436 11.0298 4.9037 -0.04
C 9.7641 11.4585 4.2294 -0.07
C 10.9448 10.7097 4.3206 -0.41
S 12.4398 11.3307 3.6804 1.13
N 13.6635 10.3091 4.0583 -0.21
C 13.3806 9.1320 4.6544 -0.26
C 14.4922 8.1433 5.0074 -0.24
C 14.1384 6.7860 5.2754 -0.02
C 15.1090 5.9489 5.7090 0.00
C 16.4530 6.4671 5.7396 -0.01
C 16.6664 7.6912 5.2503 -0.13
N 15.7166 8.5851 4.8996 0.14
H 12.1699 7.9287 5.6247 0.11
H 9.7373 8.1197 6.1353 0.12
H 7.6812 9.5298 6.0177 0.13
H 7.6830 11.5552 4.8165 0.13
H 9.7345 12.3027 3.5589 0.12
H 13.1547 6.4083 5.0520 0.12
H 14.9009 4.9684 5.9957 0.10
H 17.2329 5.8531 6.1278 0.11
H 17.6373 8.1167 5.0593 0.11
Se 19.2816 14.1805 8.7929 1.24
N 20.6618 13.4105 8.0385 -0.21
C 20.2330 12.5692 7.1018 -0.34
C 20.9453 11.7760 6.1303 0.04
C 20.2242 11.1947 5.1035 0.00
C 18.7449 11.3117 5.0528 -0.08
N 18.0157 11.9519 5.9217 0.03
C 18.7822 12.6316 6.9277 -0.42
N 18.0984 13.4175 7.7623 -0.30
H 22.0339 11.6765 6.1584 0.13
H 20.6145 10.6539 4.2569 0.11
H 18.1687 10.7628 4.2986 0.12
```

***

DFT (the ωB97M-V functional and the def2-TZVPD basis) results for C30H23FeN4O5S as an isolated structure.

Values from the calculation:
2S+1 = 6
Gap between HOMO and LUMO (spin up / spin down) = 5.66 / 7.64 eV
Energy above the lowest of the compared OMol25 structures with the same formula, charge and spin = 186.5 kcal per mole
HOMO (spin up / spin down) = -5.84 / -7.88 eV

The geometry in XYZ format:
```
64
Properties=species:S:1:pos:R:3:lowdin_charge:R:1
Fe 0.2748 -0.2227 -0.1265 0.86
C -4.7757 -0.7852 -2.5143 0.06
O -5.0865 -0.7481 -1.0855 -0.15
C -4.0335 -1.0248 1.2791 -0.09
C -4.8495 -1.1058 2.3907 0.01
C -4.2124 -0.9058 3.6062 -0.05
C -2.8334 -0.7215 3.6767 -0.02
C -1.9945 -0.6730 2.5550 -0.10
C -0.5539 -0.6657 2.8163 -0.06
N 0.3292 -0.7270 1.9034 -0.05
N 1.6264 -0.8992 2.3302 0.08
C 2.4685 -0.8886 1.3248 -0.44
O 2.1612 -0.7105 0.0864 -0.13
C 3.9016 -1.1240 1.6434 -0.15
C 4.3584 -1.1323 2.9598 -0.03
C 5.6991 -1.3508 3.2266 -0.09
C 6.5919 -1.5686 2.1845 -0.09
C 6.1398 -1.5619 0.8737 -0.08
C 4.7986 -1.3359 0.6026 -0.02
C -2.6646 -0.7661 1.3287 0.02
O -1.7008 -1.2454 -1.1117 -0.12
H -5.7219 -0.7157 -3.0415 0.11
H -4.1158 0.0458 -2.7515 0.11
H -4.2912 -1.7441 -2.6785 0.11
H -5.9085 -1.3168 2.3301 0.12
H -4.7821 -0.9315 4.5258 0.11
H -2.3754 -0.6348 4.6545 0.11
H -0.2372 -0.7149 3.8564 0.13
H 3.6495 -0.9638 3.7581 0.10
H 6.0504 -1.3502 4.2505 0.10
H 7.6397 -1.7412 2.3954 0.10
H 6.8332 -1.7311 0.0600 0.10
H 4.4324 -1.3185 -0.4141 0.11
O -1.4291 3.3331 0.7948 -0.29
S -0.5210 2.5350 0.0194 0.63
O 0.6991 2.0487 0.6499 -0.31
N -1.1662 1.1727 -0.5847 -0.17
C -2.5162 0.8599 -0.5253 -0.21
C -3.5174 1.7611 -0.6063 -0.02
C -4.9359 1.5517 -0.4379 -0.03
C -5.6684 0.4611 -0.6286 -0.07
C -3.9378 -1.4011 -0.1646 -0.20
C -3.8941 -2.8206 -0.4748 -0.05
C -2.7494 -3.6257 -0.3792 -0.09
C -1.3861 -3.3164 -0.2754 -0.16
N -0.7705 -2.1744 -0.5265 -0.01
C -2.6040 -0.6435 -0.2256 -0.26
C -0.0273 3.4972 -1.3843 -0.27
C -0.4218 4.8221 -1.4713 -0.06
C -0.0136 5.5796 -2.5605 -0.07
C 0.7780 5.0097 -3.5461 -0.08
C 1.1696 3.6800 -3.4464 -0.07
C 0.7692 2.9181 -2.3622 -0.06
H -3.2300 2.7984 -0.7001 0.10
H -5.5045 2.4214 -0.1259 0.12
H -6.7297 0.3622 -0.4648 0.13
H -4.8405 -3.3311 -0.3249 0.11
H -2.9583 -4.6842 -0.2759 0.09
H -0.7046 -4.1004 0.0366 0.11
H -1.0387 5.2458 -0.6908 0.11
H -0.3151 6.6158 -2.6353 0.11
H 1.0950 5.6014 -4.3948 0.10
H 1.7922 3.2368 -4.2119 0.11
H 1.0816 1.8851 -2.2769 0.11
```

***

DFT (the ωB97M-V functional and the def2-TZVPD basis) results for C30H23N4O3V as an isolated structure.

Values from the calculation:
2S+1 = 1
Gap between HOMO and LUMO (spin up / spin down) = 5.26 / 5.26 eV
Energy above the lowest of the compared OMol25 structures with the same formula, charge and spin = 27.9 kcal per mole
Total charge = +2
HOMO (spin up / spin down) = -13.97 / -13.97 eV

The geometry in XYZ format:
```
61
Properties=species:S:1:pos:R:3:lowdin_charge:R:1
V 0.5340 0.9351 -0.5498 1.03
C 1.6953 4.4193 1.2381 -0.04
O 2.1830 3.8569 2.4473 -0.02
C 2.5839 2.5807 2.5203 -0.19
C 3.3863 2.2570 3.6210 0.07
C 3.9269 0.9972 3.7860 -0.01
C 3.7030 0.0137 2.8352 0.01
C 2.8660 0.2782 1.7570 -0.12
C 2.7060 -0.6761 0.7063 0.05
N 1.9183 -0.5137 -0.3217 -0.07
N 1.9976 -1.3708 -1.3583 0.14
C 1.2182 -0.9844 -2.3280 -0.31
O 0.4679 0.0840 -2.0512 -0.13
C 1.2869 -1.6003 -3.6342 -0.15
C 2.1019 -2.7217 -3.8371 0.00
C 2.2182 -3.2608 -5.1014 -0.04
C 1.5337 -2.6881 -6.1689 -0.03
C 0.7121 -1.5852 -5.9706 -0.05
C 0.5819 -1.0441 -4.7072 -0.01
C 2.2503 1.5548 1.6312 -0.15
O 1.3583 1.6611 0.6356 -0.16
H 1.8196 5.4932 1.3406 0.11
H 0.6305 4.2002 1.1135 0.08
H 2.2720 4.0776 0.3753 0.10
H 3.5797 3.0521 4.3294 0.15
H 4.5570 0.7893 4.6393 0.13
H 4.1756 -0.9566 2.9168 0.13
H 3.3247 -1.5686 0.7116 0.16
H 2.6308 -3.1479 -2.9969 0.12
H 2.8397 -4.1307 -5.2614 0.12
H 1.6365 -3.1093 -7.1599 0.12
H 0.1746 -1.1572 -6.8055 0.12
H -0.0615 -0.1897 -4.5370 0.10
N -0.1356 2.6587 -1.6149 0.08
C -1.4979 2.2304 -1.4808 -0.32
C -2.0971 2.2937 -0.2183 -0.05
C -3.3825 1.8082 -0.0493 -0.04
C -4.0757 1.2850 -1.1295 -0.02
C -3.4923 1.2637 -2.3958 -0.02
C -2.2088 1.7359 -2.5757 0.00
H 0.0442 3.5453 -1.1502 0.13
H 0.1544 2.7307 -2.5857 0.14
H -1.5763 2.7518 0.6166 0.13
H -3.8439 1.8542 0.9278 0.13
H -5.0833 0.9146 -0.9977 0.13
H -4.0517 0.8932 -3.2436 0.13
H -1.7642 1.7471 -3.5644 0.13
N -4.4389 -4.7991 5.7681 0.21
C -3.9275 -4.0603 5.0526 -0.16
C -3.2584 -3.1674 4.1582 -0.19
C -3.8671 -2.7796 2.9620 0.01
C -3.1792 -1.9833 2.0729 0.00
C -1.8775 -1.5538 2.3733 -0.23
C -1.2887 -1.9132 3.5957 0.00
C -1.9745 -2.7163 4.4794 0.01
C -1.1514 -0.7833 1.4392 0.01
C -0.5177 -0.1271 0.6259 0.00
H -4.8696 -3.1139 2.7350 0.13
H -3.6277 -1.6902 1.1331 0.12
H -0.2938 -1.5606 3.8321 0.12
H -1.5260 -3.0094 5.4182 0.13
```